(A)
Formula: C2H2N4
Source: the OMol25 dataset
Level of theory: ωB97M-V/def2-TZVPD

Computed properties:
* HOMO-LUMO gap: 13.62 eV
* SMILES: C#N.C#N.N#N
* lowest unoccupied orbital energy: 0.84 eV

Geometry (Å):
N -2.037 0.567 -1.125
N -3.956 -1.096 -2.259
N 1.487 -0.839 0.998
N -3.238 -1.823 -2.609
C -0.990 0.164 -1.325
C 1.683 0.211 0.559
H -0.093 -0.404 -1.574
H 1.676 1.178 0.238



(B)
Formula: C2H2N4
Source: the OMol25 dataset
Level of theory: ωB97M-V/def2-TZVPD

Computed properties:
* HOMO-LUMO gap: 8.43 eV
* SMILES: c1nncnn1
* lowest unoccupied orbital energy: -0.76 eV

Geometry (Å):
N 0.469 -1.246 -0.724
N -0.711 -1.091 -0.360
N 0.682 1.062 0.094
N -0.659 1.191 0.056
C 1.380 0.035 -0.166
C -1.263 0.036 0.195
H -2.284 -0.037 0.569
H 2.387 0.050 0.337



So which one is most stable? That would be (A), about 3.245 eV below the next structure.



(A)
Formula: C22H26ClN3O2
Source: the OMol25 dataset
Level of theory: ωB97M-V/def2-TZVPD

Computed properties:
* HOMO-LUMO gap: 8.98 eV
* SMILES: CC(C)C(=O)NCCc1nc2ccccc2n1CCCOc1ccc(Cl)cc1
* lowest unoccupied orbital energy: 0.64 eV

Geometry (Å):
Cl 1.151 5.535 1.148
O 0.029 0.223 3.343
O 0.798 -2.940 -1.704
N -0.234 1.171 -0.730
N 0.125 -0.607 0.573
N 1.354 -0.972 -2.642
C 1.912 3.198 2.251
C 0.382 1.451 2.876
C 2.072 0.415 -0.726
C -0.624 -2.122 -3.463
C 0.562 -2.060 -2.511
C -0.452 3.517 1.953
C -0.682 2.265 2.479
C 0.782 -1.710 1.228
C -1.426 0.805 -0.165
C -0.227 -1.833 -4.910
C 2.430 -0.706 -1.720
C -1.715 -1.163 -2.983
C -2.262 -0.912 1.355
C 1.735 -1.279 2.347
C 0.851 3.975 1.828
C -2.694 1.356 -0.303
C 1.011 -0.758 3.596
C 1.680 1.939 2.778
C 0.654 0.330 -0.274
C -3.513 -0.350 1.207
C -1.217 -0.324 0.660
C -3.726 0.765 0.392
H -1.358 -0.135 -2.964
H 0.001 -2.351 1.642
H -1.007 -3.146 -3.399
H 3.328 -0.424 -2.279
H -1.685 1.885 2.583
H 0.622 -2.446 -5.205
H -4.351 -0.781 1.734
H 2.329 -2.144 2.649
H -1.277 4.131 1.632
H -1.061 -2.062 -5.570
H 1.036 -0.198 -3.203
H -2.041 -1.424 -1.979
H 2.417 -0.520 1.967
H 2.768 0.389 0.111
H -2.850 2.217 -0.934
H -4.725 1.167 0.310
H 0.448 -1.574 4.058
H 2.524 1.360 3.119
H 2.165 1.383 -1.220
H 1.747 -0.393 4.325
H -2.575 -1.216 -3.647
H 2.624 -1.646 -1.199
H -2.114 -1.771 1.993
H 1.324 -2.295 0.479
H 2.922 3.570 2.169
H 0.033 -0.786 -5.053



(B)
Formula: C22H26ClN3O2
Source: the OMol25 dataset
Level of theory: ωB97M-V/def2-TZVPD

Computed properties:
* HOMO-LUMO gap: 8.17 eV
* SMILES: CN(CCCNC(=O)[C@H]1CCC(=O)N1Cc1ccccc1Cl)c1ccccc1
* lowest unoccupied orbital energy: 0.41 eV

Geometry (Å):
Cl -2.914 2.087 -0.842
O -0.050 0.706 2.164
O -2.332 2.592 4.965
N -1.006 -0.575 0.569
N 1.364 -1.514 -2.896
N -2.635 1.563 2.958
C 3.673 -3.894 -1.283
C 3.857 -4.834 -2.282
C 2.863 -2.795 -1.485
C -0.750 3.886 1.993
C -1.684 2.977 0.001
C 2.212 -2.590 -2.708
C -2.303 1.603 4.271
C 0.215 -0.832 -0.164
C -1.932 0.188 4.686
C -0.600 3.434 -0.731
C 0.595 -1.418 -4.114
C 0.350 4.323 1.282
C -2.452 -0.681 3.543
C 1.582 -0.251 -2.225
C -2.961 2.738 2.189
C -1.792 3.213 1.365
C 3.215 -4.651 -3.493
C -2.420 0.280 2.339
C 0.405 0.144 -1.325
C 0.420 4.108 -0.085
C 2.408 -3.550 -3.709
C -1.034 0.195 1.676
H -2.354 -0.062 5.657
H 2.495 -0.300 -1.630
H -0.147 -0.630 -4.000
H -0.559 3.258 -1.795
H 1.270 4.458 -0.651
H 1.216 -1.181 -4.989
H 4.488 -5.694 -2.118
H 0.188 -1.858 -0.539
H 0.068 -2.354 -4.298
H -0.844 0.144 4.755
H -0.815 4.051 3.058
H 3.347 -5.369 -4.289
H -3.211 0.074 1.609
H 4.160 -4.020 -0.326
H 0.581 1.142 -0.922
H 1.943 -3.437 -4.674
H 1.035 -0.724 0.550
H -1.870 -0.865 0.139
H -1.842 -1.567 3.373
H 1.152 4.835 1.791
H 2.730 -2.097 -0.673
H -0.513 0.172 -1.915
H -3.231 3.510 2.916
H -3.479 -0.992 3.737
H -3.825 2.519 1.553
H 1.725 0.536 -2.978



So which one is most stable? That would be (A), about 0.100 eV below the next structure.



(A)
Formula: CH7O3
Source: the OMol25 dataset
Level of theory: ωB97M-V/def2-TZVPD

Computed properties:
* HOMO-LUMO gap: 8.25 eV
* lowest unoccupied orbital energy: 4.57 eV
* total charge: -1

Geometry (Å):
O 1.895 0.073 1.225
O -0.306 0.386 0.151
O -1.334 -1.811 -0.532
C -0.363 1.479 -0.840
H 0.062 2.395 -0.393
H -1.081 -0.830 -0.435
H -0.551 -2.168 -0.703
H 1.720 -0.722 1.848
H 0.993 0.246 0.873
H 0.320 1.308 -1.702
H -1.325 1.714 -1.203



(B)
Formula: CH7O3
Source: the OMol25 dataset
Level of theory: ωB97M-V/def2-TZVPD

Computed properties:
* HOMO-LUMO gap: 7.85 eV
* lowest unoccupied orbital energy: 4.43 eV
* total charge: -1

Geometry (Å):
O -1.664 -0.634 -1.863
O 0.368 0.131 -0.250
O 1.068 -0.862 2.196
C 0.420 1.458 -0.201
H 0.241 1.880 -1.175
H -0.276 1.806 0.588
H -1.007 -0.211 -1.179
H 0.330 -1.445 2.365
H 0.841 -0.584 1.235
H 1.403 2.029 0.097
H -2.230 -1.297 -1.387



So which one is most stable? That would be (B), about 0.262 eV below the next structure.